(1)
This record from the OMol25 dataset describes a 4-piece molecular cluster, C4H15NO3 overall. The level of theory is ωB97M-V/def2-TZVPD.

XYZ file:
```
23
Properties=species:S:1:pos:R:3:forces:R:3:nbo_charge:R:1
N -0.712 -0.563 -1.633 2.2 -2.9 -1.5 -0.9229
C -0.567 0.904 -1.637 -1.4 -0.2 0.3 -0.2635
C -0.281 0.954 2.226 0.4 -0.2 -2.2 -0.6683
C -0.644 0.550 0.774 1.5 1.0 2.3 -0.2004
C -0.600 1.445 -0.211 0.0 -1.0 0.0 -0.2278
H 0.304 -1.083 -1.516 -3.2 1.8 -0.3 0.4012
H -0.992 -0.951 -2.594 0.5 1.2 1.7 0.3714
H -1.552 1.251 -2.133 2.2 0.1 -0.1 0.2102
H 0.466 1.148 -1.980 -1.1 0.6 -0.8 0.1955
H 0.104 1.931 2.375 0.5 1.2 -0.4 0.2005
H -1.101 0.918 2.815 -3.1 0.0 1.9 0.2248
H 0.358 0.306 2.773 1.0 -1.0 -0.1 0.2046
H -0.801 -0.527 0.693 0.1 0.7 -0.5 0.2355
H -0.501 2.534 0.004 0.1 -1.0 -0.4 0.2078
H 1.906 -0.492 1.090 1.3 1.7 -0.5 0.4702
H 1.904 1.064 1.103 1.5 -1.8 -0.9 0.4959
O 2.498 0.283 0.798 -2.8 0.0 1.3 -0.9579
H -2.320 -1.424 -0.359 -0.2 -0.6 2.0 0.5008
H -1.823 -2.526 0.636 -1.3 1.2 -0.1 0.4591
O -2.502 -1.789 0.583 1.4 -0.9 -2.0 -0.9621
H 2.182 -0.624 -1.092 0.0 2.6 0.9 0.4843
H 2.532 -1.965 -1.030 -0.3 -0.2 -1.2 0.4684
O 2.141 -1.342 -1.686 0.7 -2.3 0.4 -0.9270
```
Forces are in eV/Å.

Output
SMILES = C/C=C/CN.O.O.O
relative energy (zero: lowest compared OMol25 entry of this formula, charge and spin) = 58.0 kcal per mole
HOMO level = -9.2 eV
Kohn-Sham gap = 9.640 eV


(2)
This record from the OMol25 dataset describes a 2-piece molecular cluster, C3H5NOS overall. The level of theory is ωB97M-V/def2-TZVPD.

XYZ file:
```
11
Properties=species:S:1:pos:R:3:forces:R:3:nbo_charge:R:1
C 0.257 1.464 -1.153 0.4 -1.1 0.5 0.8508
C -1.868 -1.696 -0.178 -0.8 -0.7 0.9 -0.5040
C 1.680 0.672 0.792 -0.4 0.5 0.8 -0.4098
N 0.933 0.851 -0.402 0.2 -0.3 0.9 -0.5421
O -0.422 1.831 -2.010 -1.1 1.3 -1.3 -0.5267
S -3.312 -0.935 -0.305 1.4 -0.4 -0.5 0.0799
H -1.184 -2.031 -1.059 -1.2 0.8 1.8 0.2183
H -1.699 -2.037 0.918 0.6 0.4 -2.1 0.2054
H 2.041 -0.343 0.787 0.7 -0.1 0.0 0.2137
H 2.431 1.449 0.853 0.7 -0.3 -0.1 0.2100
H 1.143 0.775 1.756 -0.5 0.0 -0.8 0.2046
```
Forces are in eV/Å.

Output
SMILES = CN=C=O.C=S
relative energy (zero: lowest compared OMol25 entry of this formula, charge and spin) = 52.7 kcal per mole
HOMO level = -8.8 eV
Kohn-Sham gap = 8.369 eV


(3)
This record from the OMol25 dataset describes C33H42ClF6N3O8S2V as an isolated structure. The level of theory is ωB97M-V/def2-TZVPD.

XYZ file:
```
96
Properties=species:S:1:pos:R:3:forces:R:3:mulliken_spin:R:1
V -1.247 -1.234 -0.378 -1.8 -0.2 0.5 1.0316
C 1.488 4.634 2.736 0.0 -0.1 0.2 -0.0011
C 1.420 3.407 3.656 0.1 0.2 0.1 -0.0157
C 2.822 2.803 3.825 -0.2 0.1 0.0 0.0010
C 0.939 3.878 5.032 0.0 -0.1 -0.2 0.0105
C 0.514 2.354 3.033 0.3 -0.1 -0.5 -0.0148
C 0.859 1.841 1.794 0.1 0.2 0.4 0.0779
C 0.088 0.836 1.219 -0.6 -0.1 0.3 0.0263
N 0.290 0.166 0.075 -0.6 0.3 0.2 0.2920
C 1.337 0.085 -0.762 0.4 -0.6 -1.1 -0.0682
C 2.650 0.556 -0.677 0.0 0.0 -0.1 0.1520
C 3.540 0.307 -1.711 -0.1 0.1 0.1 -0.0621
C 3.074 -0.311 -2.876 -0.1 0.0 0.3 0.1061
C 1.802 -0.857 -2.995 -0.6 -0.2 0.1 -0.0381
C 0.963 -0.754 -1.871 2.6 1.7 0.5 0.1379
O -0.169 -1.344 -1.647 1.0 -0.9 -3.3 -0.0103
C 1.312 -1.561 -4.251 0.0 -0.1 -0.3 -0.0099
C -0.034 -0.955 -4.672 0.0 0.0 0.2 0.0005
C 1.138 -3.055 -3.951 0.0 0.2 0.0 -0.0080
C 2.290 -1.421 -5.424 -0.1 0.0 0.3 -0.0003
C 5.013 0.646 -1.507 0.2 0.1 0.0 -0.0066
C 5.867 0.402 -2.756 -0.2 0.0 0.2 0.0085
C 5.174 2.119 -1.107 0.0 -0.2 -0.1 -0.0053
C 5.550 -0.268 -0.393 0.0 0.1 -0.1 -0.0031
C -1.133 0.380 1.849 1.7 1.7 0.9 0.1458
O -1.757 -0.513 1.169 -1.5 0.3 1.0 0.1069
C -1.479 0.908 3.117 -0.1 -0.4 -0.2 -0.0050
C -0.633 1.865 3.662 -0.1 -0.2 -0.2 0.1064
C -2.755 0.486 3.832 -0.3 0.0 0.1 -0.0118
C -2.800 0.941 5.298 0.1 -0.1 -0.3 -0.0007
C -3.930 1.149 3.100 0.1 -0.1 -0.1 -0.0018
C -2.914 -1.039 3.797 0.0 0.1 -0.2 0.0012
H 2.130 5.394 3.178 0.1 0.1 0.0 -0.0002
H 0.494 5.057 2.600 -0.1 0.1 0.0 0.0005
H 1.883 4.376 1.758 0.1 0.0 -0.1 0.0018
H 3.486 3.511 4.317 0.1 0.1 0.1 -0.0005
H 3.257 2.543 2.865 0.1 -0.1 -0.1 0.0011
H 2.768 1.899 4.427 0.0 -0.1 0.1 0.0004
H 1.630 4.628 5.416 0.1 0.0 0.0 0.0001
H 0.911 3.053 5.740 -0.1 -0.1 0.1 -0.0014
H -0.045 4.337 4.967 -0.1 0.0 0.1 -0.0023
H 1.719 2.210 1.262 0.1 0.1 0.0 0.0144
H 2.988 1.059 0.213 0.0 0.0 0.1 0.0065
H 3.746 -0.413 -3.707 0.1 -0.1 -0.2 0.0198
H -0.783 -1.045 -3.889 -0.1 0.0 0.0 -0.0007
H -0.417 -1.470 -5.550 0.0 -0.1 -0.1 0.0001
H 0.078 0.101 -4.911 0.0 0.1 -0.1 0.0009
H 0.495 -3.202 -3.089 0.0 -0.1 0.0 0.0046
H 2.102 -3.516 -3.745 0.1 -0.1 0.1 0.0011
H 0.690 -3.557 -4.807 -0.1 -0.1 -0.1 -0.0001
H 2.484 -0.376 -5.660 0.1 0.1 -0.1 0.0002
H 1.861 -1.893 -6.305 -0.1 0.0 -0.1 -0.0002
H 3.232 -1.922 -5.210 0.2 0.0 0.0 0.0000
H 5.530 1.014 -3.589 0.0 0.1 -0.2 -0.0010
H 5.843 -0.645 -3.047 0.0 -0.1 -0.1 -0.0025
H 6.903 0.663 -2.543 0.1 0.0 0.0 0.0000
H 4.727 2.763 -1.860 -0.1 0.1 -0.1 0.0011
H 6.229 2.374 -1.020 0.1 0.0 0.0 -0.0003
H 4.702 2.335 -0.154 -0.1 0.0 0.2 0.0016
H 5.461 -1.309 -0.696 0.0 -0.1 0.0 0.0013
H 4.993 -0.141 0.530 -0.1 0.0 0.1 0.0014
H 6.600 -0.052 -0.201 0.1 0.0 0.0 -0.0003
H -0.883 2.263 4.628 -0.1 0.0 0.2 0.0165
H -2.850 2.024 5.380 0.0 0.2 0.1 0.0002
H -1.941 0.580 5.858 0.2 0.0 0.1 0.0000
H -3.698 0.541 5.765 -0.1 -0.1 0.0 -0.0002
H -3.782 2.226 3.037 0.0 0.1 0.1 0.0020
H -4.860 0.954 3.631 -0.1 0.0 0.1 -0.0007
H -4.029 0.750 2.097 0.0 0.1 0.0 0.0058
H -2.065 -1.530 4.268 0.1 -0.1 0.1 -0.0008
H -2.993 -1.393 2.774 0.0 -0.1 0.1 -0.0029
H -3.825 -1.326 4.319 -0.1 0.0 0.1 0.0004
F -6.103 0.465 -1.356 0.2 -0.1 -0.2 0.0001
C -4.867 0.929 -1.626 -0.3 0.6 0.0 0.0034
F -5.045 1.939 -2.509 0.3 -0.4 -0.2 -0.0001
F -4.433 1.527 -0.499 0.1 -0.1 -0.1 0.0000
S -3.627 -0.461 -2.251 -3.2 2.0 -1.1 0.0007
O -2.539 0.059 -1.440 2.0 -0.2 1.1 -0.0031
O -3.689 -0.172 -3.642 0.0 -0.5 -0.3 -0.0004
N -4.548 -1.594 -1.589 0.4 -0.3 0.1 -0.0011
S -4.121 -1.851 -0.132 -4.0 -1.4 0.8 -0.0038
O -2.852 -2.512 0.073 1.7 -0.1 0.0 -0.0060
O -4.469 -0.853 0.821 -0.1 0.2 0.3 -0.0005
C -5.278 -3.286 0.246 -0.1 -0.4 0.1 0.0014
F -6.570 -2.981 0.134 0.2 0.4 -0.2 -0.0002
F -5.093 -3.726 1.503 0.3 0.4 -0.1 0.0000
F -5.034 -4.319 -0.563 0.2 0.1 -0.2 0.0003
Cl -0.957 -4.210 -1.216 0.3 -0.7 0.1 0.0075
C -2.128 -4.499 -2.511 -0.5 0.5 -0.3 -0.0026
C -2.785 -3.201 -3.087 0.4 -1.0 0.1 0.0024
O -3.594 -3.373 -3.970 -0.3 0.0 -0.3 0.0006
O -2.406 -2.106 -2.557 0.9 0.4 0.2 -0.0015
H -2.939 -5.101 -2.099 0.1 0.0 -0.1 0.0003
H -1.627 -5.039 -3.314 -0.1 0.0 0.0 0.0000
N 0.679 -2.730 1.536 0.7 -0.4 0.6 0.0518
C -0.023 -2.223 0.783 0.3 -1.0 0.4 -0.0583
```
Forces are in eV/Å.

Output
2S+1 = 3
net charge = -1
relative energy (zero: lowest compared OMol25 entry of this formula, charge and spin) = 75.5 kcal per mole
HOMO level (spin up / spin down) = -5.2 / -6.2 eV
Kohn-Sham gap (spin up / spin down) = 6.555 / 6.132 eV


(4)
This record from the OMol25 dataset describes C4H9NO as an isolated structure. The level of theory is ωB97M-V/def2-TZVPD.

XYZ file:
```
15
Properties=species:S:1:pos:R:3:forces:R:3:nbo_charge:R:1
C -0.719 -0.274 -1.228 0.2 0.3 -0.3 -0.3041
C -1.369 -0.279 0.137 0.0 -0.3 0.0 -0.4753
C -0.474 0.573 0.970 1.7 -0.6 -0.6 -0.2634
C 1.503 0.136 0.677 -1.0 1.6 2.5 -0.6249
N 0.688 -0.707 -1.017 0.3 -1.1 -2.5 0.1389
O 1.440 -0.481 -1.966 -1.3 0.0 1.2 -0.3590
H -0.723 0.723 -1.681 -0.1 0.0 0.0 0.1975
H -1.153 -0.982 -1.939 0.1 0.0 0.0 0.2250
H -2.402 0.088 0.088 0.2 0.0 0.1 0.2283
H -1.400 -1.295 0.548 0.0 0.1 -0.2 0.2139
H -0.438 0.342 2.031 0.0 0.2 -0.1 0.2041
H -0.569 1.639 0.773 0.3 0.0 -0.1 0.1941
H 2.415 -0.199 0.184 -0.8 -0.3 -1.1 0.2356
H 1.494 -0.476 1.577 0.1 0.4 0.3 0.2015
H 1.707 1.193 0.844 0.2 0.0 0.7 0.1879
```
Forces are in eV/Å.

Output
relative energy (zero: lowest compared OMol25 entry of this formula, charge and spin) = 156.7 kcal per mole
HOMO level (spin up / spin down) = -7.9 / -7.9 eV
Kohn-Sham gap (spin up / spin down) = 7.859 / 7.861 eV


(5)
This record from the OMol25 dataset describes a 7-piece molecular cluster, C25H54BNO12S6 overall. The level of theory is ωB97M-V/def2-TZVPD.

XYZ file:
```
99
Properties=species:S:1:pos:R:3:forces:R:3:lowdin_charge:R:1
B 6.483 -1.169 1.389 -0.9 -0.4 -0.6 0.0453
C 4.960 -1.683 1.227 1.2 0.1 0.3 -0.2841
N 4.161 -0.401 1.165 1.2 -0.5 0.0 -0.0070
H 6.918 -0.597 0.436 0.0 -0.4 0.5 -0.0003
H 7.112 -1.274 2.391 0.0 0.0 0.2 0.0161
H 4.608 -2.293 2.073 -0.1 0.1 -0.5 0.0803
H 4.885 -2.205 0.258 -0.4 0.0 0.5 0.0910
H 4.543 0.164 1.927 -0.4 0.3 -0.1 0.0690
H 4.520 0.051 0.323 -0.3 0.3 0.1 0.0519
C 0.118 1.243 1.601 0.0 0.3 -0.1 -0.1932
C -0.936 1.738 0.605 -0.3 -0.1 -0.1 -0.2211
C -0.238 2.717 -0.347 -0.4 0.0 0.0 -0.2069
S 1.481 2.213 -0.411 -0.4 -0.3 0.5 0.6754
O 2.294 3.260 0.165 0.2 0.0 -0.4 -0.3238
O 1.773 1.664 -1.721 0.3 0.2 -0.1 -0.3515
C 1.343 0.882 0.768 -0.3 0.0 0.3 -0.2263
H -0.238 0.391 2.174 0.1 0.0 0.0 0.0885
H 0.367 2.043 2.303 0.0 -0.1 0.0 0.1271
H -1.334 0.886 0.040 0.2 0.5 0.3 0.0768
H -1.775 2.213 1.109 0.1 0.0 0.0 0.0945
H -0.661 2.679 -1.351 0.2 0.1 0.0 0.0968
H -0.272 3.739 0.029 0.2 0.0 0.0 0.1047
H 2.256 0.810 1.346 0.1 0.0 -0.2 0.0705
H 1.182 -0.039 0.211 0.1 0.0 0.0 0.0912
C -4.594 -1.789 3.212 0.0 0.0 -0.1 -0.2106
C -3.149 -2.293 3.271 0.0 -0.1 0.0 -0.2051
C -2.234 -1.096 2.994 0.1 -0.4 -0.2 -0.2268
S -3.131 0.356 3.546 -0.2 -0.2 0.3 0.6702
O -3.429 1.178 2.396 0.1 0.1 0.3 -0.3174
O -2.491 0.892 4.726 0.0 0.2 -0.3 -0.3269
C -4.619 -0.503 4.029 -0.3 -0.2 0.0 -0.2245
H -5.295 -2.525 3.605 0.0 0.1 0.0 0.1176
H -4.870 -1.579 2.175 0.0 0.0 0.0 0.1196
H -2.945 -2.691 4.268 0.0 0.0 0.0 0.1036
H -2.971 -3.097 2.556 0.0 0.0 0.0 0.1159
H -1.297 -1.168 3.542 0.0 0.2 0.0 0.1023
H -2.033 -0.983 1.928 0.0 0.1 0.0 0.0885
H -5.488 0.118 3.826 0.1 0.1 0.0 0.1132
H -4.548 -0.715 5.095 0.0 0.0 0.0 0.0792
C 5.531 0.778 -3.472 0.0 0.1 0.1 -0.2180
C 4.849 2.080 -3.040 -0.1 0.0 -0.1 -0.2104
C 5.534 2.550 -1.754 -0.4 0.1 -0.1 -0.2108
S 7.212 1.919 -1.820 0.0 0.3 -0.2 0.6795
O 7.382 0.953 -0.757 0.2 0.6 -0.4 -0.3554
O 8.131 3.017 -2.007 0.0 -0.3 0.2 -0.3241
C 7.031 1.036 -3.362 -0.2 -0.3 -0.3 -0.2311
H 5.249 0.489 -4.485 0.0 0.0 0.0 0.1139
H 5.241 -0.033 -2.798 0.0 0.0 0.0 0.1167
H 4.975 2.834 -3.821 0.1 0.0 0.0 0.1186
H 3.778 1.946 -2.885 0.1 0.0 0.1 0.0821
H 5.564 3.635 -1.681 0.1 0.0 0.1 0.1081
H 5.053 2.135 -0.869 0.1 0.0 0.0 0.0884
H 7.627 0.126 -3.337 0.1 0.1 0.1 0.1072
H 7.379 1.691 -4.161 0.0 0.0 0.1 0.1066
C -2.089 -1.792 -3.764 0.0 0.1 0.0 -0.2109
C -0.744 -1.274 -4.283 0.0 0.1 0.0 -0.2102
C 0.070 -0.818 -3.066 0.0 0.1 -0.4 -0.2134
S -0.496 -1.807 -1.686 0.2 -0.3 -0.4 0.6817
O -1.145 -0.938 -0.724 0.2 -0.5 0.0 -0.3377
O 0.545 -2.727 -1.290 -0.2 0.3 0.3 -0.3202
C -1.758 -2.698 -2.583 -0.4 -0.1 -0.2 -0.2286
H -2.642 -2.327 -4.536 0.0 0.0 0.0 0.1201
H -2.705 -0.952 -3.430 0.0 -0.1 0.0 0.1223
H -0.217 -2.081 -4.799 0.0 0.0 0.0 0.1249
H -0.875 -0.458 -4.999 0.1 -0.4 0.3 0.0642
H 1.136 -0.979 -3.205 0.0 0.1 0.2 0.1071
H -0.116 0.227 -2.827 0.1 0.0 0.1 0.0857
H -2.608 -2.888 -1.931 0.1 0.0 0.1 0.1064
H -1.322 -3.639 -2.918 0.1 0.0 0.1 0.1087
C -1.949 3.668 -8.096 0.0 0.1 0.1 -0.2197
C -0.966 3.761 -6.924 0.1 0.0 -0.1 -0.2119
C -1.401 2.728 -5.879 0.3 0.4 0.2 -0.2178
S -2.230 1.421 -6.783 0.0 0.1 -0.2 0.6767
O -3.618 1.398 -6.393 0.2 -0.2 0.0 -0.3124
O -1.413 0.227 -6.755 -0.5 0.2 -0.2 -0.3379
C -2.102 2.181 -8.394 0.0 0.3 -0.3 -0.2298
H -1.592 4.215 -8.968 0.0 0.0 0.0 0.1168
H -2.913 4.092 -7.804 0.0 0.0 0.0 0.1210
H 0.042 3.528 -7.275 0.0 0.0 0.0 0.1187
H -0.939 4.763 -6.498 0.0 0.0 0.0 0.1163
H -0.550 2.309 -5.343 -0.1 -0.1 0.0 0.1014
H -2.114 3.148 -5.171 -0.1 -0.1 0.0 0.1077
H -2.986 1.945 -8.982 0.0 -0.1 0.1 0.1100
H -1.210 1.782 -8.879 0.0 -0.1 0.1 0.1092
C -3.020 -4.064 8.569 0.0 0.0 -0.1 -0.2221
C -2.040 -2.906 8.351 0.0 -0.1 0.1 -0.2109
C -2.809 -1.779 7.653 0.5 0.0 0.0 -0.2161
S -4.521 -1.959 8.155 0.1 0.1 0.3 0.6663
O -5.307 -2.300 6.991 0.0 0.2 0.1 -0.3284
O -4.881 -0.866 9.025 -0.2 -0.1 -0.3 -0.3172
C -4.287 -3.433 9.135 0.1 -0.4 0.1 -0.2320
H -2.613 -4.817 9.244 0.0 0.0 0.0 0.1154
H -3.238 -4.549 7.614 0.0 0.0 0.0 0.1182
H -1.669 -2.556 9.317 0.0 0.0 0.0 0.1184
H -1.175 -3.214 7.762 0.0 0.0 0.0 0.1151
H -2.451 -0.797 7.952 -0.2 0.1 -0.1 0.1104
H -2.765 -1.875 6.569 -0.1 0.0 0.0 0.0822
H -5.163 -4.073 9.051 -0.1 0.1 0.0 0.1082
H -4.146 -3.124 10.170 0.0 0.1 0.0 0.1090
```
Forces are in eV/Å.

Output
SMILES = O=S1(=O)CCCC1.O=S1(=O)CCCC1.O=S1(=O)CCCC1.O=S1(=O)CCCC1.O=S1(=O)CCCC1.O=S1(=O)CCCC1.BCN
HOMO level = -9.1 eV
Kohn-Sham gap = 9.353 eV


So what do the calculations give for E_tot? Going down the list: -12021.7021, -17562.9811, -131940.7297, -7825.5262, -118545.5560 eV.
So what do the calculations give for strongest force on any atom? Going down the list: 3.93, 2.27, 4.29, 3.08, 1.27 eV Å⁻¹.